# 1
Below is a molecular structure, C36H24Cl3F5N6O3S3Sn, with properties calculated with the ωB97M-V functional and the def2-TZVPD basis.

XYZ file:
```
81
C36H24Cl3F5N6O3S3Sn | OMol25 | the ωB97M-V functional and the def2-TZVPD basis
Sn 0.14 0.35 0.94
C 2.72 0.75 -2.94
N 1.61 1.66 -2.72
C 0.35 1.50 -3.28
C -0.46 2.39 -2.69
N 0.30 3.07 -1.75
C 1.60 2.65 -1.79
S 2.93 3.29 -1.00
C -0.28 3.91 -0.75
C -1.22 4.86 -1.12
C -1.81 5.58 -0.10
C -1.43 5.35 1.21
C -0.48 4.37 1.45
N 0.08 3.65 0.49
H 2.73 0.45 -3.98
H 2.61 -0.12 -2.30
H 3.63 1.28 -2.68
H 0.15 0.75 -4.01
H -1.52 2.54 -2.78
H -1.47 5.02 -2.16
H -2.58 6.32 -0.33
H -1.89 5.88 2.04
H -0.17 4.12 2.46
Cl -2.67 0.46 -0.75
C -3.56 1.81 -0.10
C -4.49 2.39 -0.93
C -5.27 3.45 -0.48
C -5.10 3.88 0.83
C -4.15 3.29 1.64
Cl -4.00 3.93 3.25
C -3.31 2.23 1.23
S -2.09 1.59 2.27
H -4.61 2.01 -1.93
H -6.00 3.92 -1.13
H -5.70 4.69 1.23
O 2.21 -1.05 0.80
S 2.12 -2.56 0.65
C 3.75 -3.03 0.04
C 4.67 -2.88 1.24
C 3.96 -3.63 2.37
C 2.51 -3.15 2.34
H 3.95 -2.38 -0.80
H 3.67 -4.06 -0.30
H 4.74 -1.82 1.49
H 5.68 -3.25 1.04
H 4.43 -3.47 3.34
H 3.99 -4.70 2.16
H 2.33 -2.28 2.97
H 1.80 -3.93 2.61
Cl -2.63 -4.10 -6.88
C -1.74 -3.48 -5.50
C -2.10 -2.26 -4.96
C -1.37 -1.77 -3.88
C -0.28 -2.47 -3.38
C 0.04 -3.71 -3.93
C -0.69 -4.22 -4.99
C 0.57 -1.87 -2.26
O 1.66 -2.43 -2.03
O 0.10 -0.86 -1.70
H -2.95 -1.72 -5.36
H -1.64 -0.84 -3.41
H 0.88 -4.25 -3.52
H -0.46 -5.19 -5.42
N -0.88 -1.69 1.34
C -1.11 -2.81 1.23
C -1.38 -4.17 1.09
C -2.63 -4.61 0.59
N -3.64 -4.99 0.17
C -0.39 -5.12 1.41
N 0.43 -5.90 1.67
F 1.97 2.36 2.56
C 1.64 1.47 3.52
C 0.85 0.39 3.20
C 0.58 -0.45 4.26
F -0.18 -1.56 4.10
C 1.05 -0.24 5.55
F 0.75 -1.08 6.56
C 1.84 0.86 5.81
F 2.31 1.09 7.05
C 2.14 1.74 4.78
F 2.90 2.82 5.03
```

Summary:
- Net charge: -2
- Highest occupied orbital energy: -2.507 eV
- Energy relative to the best compared isomer or geometry (same formula, charge and spin): 0.395 eV

Atomic partial charges in e from the Löwdin method, atoms 1 to 5: Sn 1.10; C -0.03; N -0.11; C -0.07; C -0.06



# 2
Below is a molecular structure, C17H18N6O10V, with properties calculated with the ωB97M-V functional and the def2-TZVPD basis.

XYZ file:
```
52
C17H18N6O10V | OMol25 | the ωB97M-V functional and the def2-TZVPD basis
V -0.26 -0.17 -1.06
O -2.29 -2.76 -2.99
C -1.85 -1.72 -2.60
O -0.68 -1.47 -2.10
C -2.62 -0.41 -2.64
C -3.80 -0.22 -3.33
C -4.35 1.06 -3.33
C -3.74 2.05 -2.60
C -2.57 1.75 -1.88
N -2.00 0.55 -1.94
H -4.25 -1.05 -3.85
H -5.26 1.27 -3.88
H -4.14 3.05 -2.57
H -2.42 3.49 -1.09
C 4.63 -0.70 -1.85
N 3.23 -0.92 -1.60
C 2.42 -0.83 -2.80
C 2.60 -1.03 -0.41
O 1.34 -0.88 -0.38
N 3.18 -1.33 0.76
C 4.58 -1.65 1.00
C 2.30 -1.34 1.92
H 4.71 0.02 -2.67
H 5.12 -1.62 -2.16
H 5.15 -0.27 -1.00
H 2.97 -1.31 -3.61
H 2.23 0.22 -3.08
H 1.47 -1.36 -2.68
H 5.01 -2.17 0.15
H 4.64 -2.33 1.85
H 5.16 -0.76 1.24
H 1.37 -1.85 1.67
H 2.07 -0.33 2.25
H 2.78 -1.87 2.74
O -0.73 3.87 4.32
N -1.32 2.84 4.58
O -1.90 2.59 5.60
C -1.33 1.83 3.53
C -0.70 2.13 2.33
C -0.75 1.17 1.32
C -1.46 -0.10 1.47
O -1.43 -0.87 0.47
C -2.05 -0.34 2.74
C -1.98 0.61 3.74
N -2.76 -1.59 2.99
O -3.17 -1.76 4.10
O -2.86 -2.35 2.06
N -0.27 1.13 0.09
O -1.97 2.64 -1.08
O 0.58 1.65 -0.63
H -0.21 3.08 2.19
H -2.44 0.41 4.70
```

Summary:
- Net charge: +1
- Highest occupied orbital energy (alpha / beta): -11.489 / -12.497 eV
- Energy relative to the best compared isomer or geometry (same formula, charge and spin): 1.618 eV
- Spin multiplicity: 3

Atomic partial charges in e from the natural (NBO) method, atoms 1 to 5: V 1.30; O -0.49; C 0.77; O -0.63; C 0.13



# 3
Below is a molecular structure, C25H22Cl3IrN4O3S, with properties calculated with the ωB97M-V functional and the def2-TZVPD basis.

XYZ file:
```
59
C25H22Cl3IrN4O3S | OMol25 | the ωB97M-V functional and the def2-TZVPD basis
Ir 0.76 -0.39 0.48
O -0.18 1.58 0.92
C -1.40 1.80 1.31
C -2.09 2.93 0.82
C -3.38 3.19 1.21
C -4.05 2.35 2.12
C -3.39 1.27 2.64
C -2.07 0.97 2.23
C -1.35 -0.09 2.84
N -0.20 -0.53 2.46
C 0.49 -1.51 3.29
C 1.94 -1.14 3.17
N 2.24 -1.15 1.73
C 3.45 -1.39 1.37
C 3.97 -1.42 0.04
C 5.36 -1.57 -0.15
C 5.89 -1.63 -1.41
C 5.02 -1.57 -2.51
C 3.66 -1.43 -2.35
C 3.11 -1.34 -1.06
O 1.80 -1.23 -0.96
H -1.57 3.58 0.13
H -3.89 4.06 0.82
H -5.07 2.57 2.43
H -3.87 0.62 3.36
H -1.79 -0.53 3.74
H 0.32 -2.51 2.89
H 0.16 -1.48 4.33
H 2.59 -1.82 3.73
H 2.09 -0.12 3.54
H 4.15 -1.62 2.17
H 6.00 -1.62 0.72
H 6.95 -1.74 -1.56
H 5.43 -1.62 -3.51
H 2.99 -1.39 -3.19
Cl 0.92 5.15 -4.12
C 0.60 3.69 -3.25
C 1.48 3.27 -2.28
C 1.20 2.10 -1.59
Cl 2.34 1.58 -0.38
C 0.06 1.33 -1.80
O -0.25 0.21 -1.15
C -0.79 1.81 -2.81
Cl -2.24 0.91 -3.17
C -0.54 2.96 -3.53
H 2.38 3.84 -2.05
H -1.23 3.28 -4.30
S -0.33 -2.38 0.30
C -1.94 -2.10 -0.21
N -2.78 -3.13 -0.36
C -4.08 -2.70 -0.86
C -3.94 -1.16 -0.84
N -2.55 -0.96 -0.42
H -2.48 -4.09 -0.31
H -4.88 -3.05 -0.20
H -4.26 -3.09 -1.86
H -4.62 -0.69 -0.13
H -4.11 -0.72 -1.82
H -2.01 -0.13 -0.67
```

Summary:
- Net charge: +1
- Highest occupied orbital energy (alpha / beta): -10.551 / -10.565 eV
- Energy relative to the best compared isomer or geometry (same formula, charge and spin): 2.522 eV
- Spin multiplicity: 2

Atomic partial charges in e from the natural (NBO) method, atoms 1 to 5: Ir 1.31; O -0.73; C 0.48; C -0.30; C -0.14



# 4
Below is a molecular structure, C18H36Br18, with properties calculated with the ωB97M-V functional and the def2-TZVPD basis.

XYZ file:
```
72
C18H36Br18 | OMol25 | the ωB97M-V functional and the def2-TZVPD basis
Br -6.43 0.30 -0.37
C -4.47 -0.05 -0.22
C -4.33 -1.59 -0.36
Br -2.39 -2.07 -0.20
H -4.04 0.34 0.71
H -4.01 0.52 -1.02
H -4.74 -2.00 -1.28
H -4.92 -2.02 0.45
Br -1.20 -2.09 4.06
C -2.12 -2.89 2.40
C -1.22 -4.03 1.85
Br 0.50 -3.29 1.04
H -2.16 -2.24 1.53
H -3.12 -3.27 2.60
H -1.72 -4.70 1.15
H -0.95 -4.63 2.72
Br -0.54 -0.60 -1.93
C 0.14 0.37 -0.30
C -0.27 -0.53 0.86
Br 0.17 0.26 2.68
H -0.28 1.36 -0.13
H 1.21 0.59 -0.33
H 0.27 -1.47 0.70
H -1.34 -0.71 0.78
Br 2.19 -3.16 -1.87
C 2.54 -1.80 -3.23
C 1.23 -1.46 -3.89
Br 1.14 0.08 -5.21
H 3.24 -2.26 -3.93
H 3.01 -0.95 -2.75
H 0.46 -1.25 -3.16
H 0.73 -2.23 -4.49
Br -1.52 4.04 0.75
C -1.56 2.62 2.16
C -2.48 1.54 1.50
Br -4.39 2.25 1.27
H -2.00 3.07 3.05
H -0.55 2.24 2.32
H -2.67 0.65 2.09
H -2.03 1.26 0.55
Br 4.40 2.96 1.78
C 3.77 1.45 0.73
C 3.12 0.29 1.48
Br 2.50 -1.13 0.25
H 4.66 1.11 0.20
H 3.05 1.93 0.06
H 2.25 0.57 2.07
H 3.79 -0.15 2.21
Br -3.35 2.04 -1.13
C -1.72 2.64 -2.14
C -1.93 2.40 -3.62
Br -0.34 2.85 -4.70
H -0.90 2.18 -1.58
H -1.67 3.72 -2.00
H -2.81 2.90 -4.03
H -2.19 1.36 -3.78
Br 1.92 -0.97 6.60
C 1.12 -1.71 4.90
C 1.70 -1.14 3.60
Br 3.66 -1.55 3.57
H 0.06 -1.55 5.08
H 1.34 -2.77 4.84
H 1.57 -0.06 3.48
H 1.27 -1.66 2.74
Br 1.55 0.98 -1.53
C 2.43 1.77 -3.06
C 3.89 1.77 -2.75
Br 4.89 2.41 -4.28
H 1.99 2.74 -3.29
H 2.27 1.03 -3.84
H 4.31 0.83 -2.40
H 4.02 2.53 -1.98
```

Summary:
- Highest occupied orbital energy: -8.690 eV
- Energy relative to the best compared isomer or geometry (same formula, charge and spin): 28.229 eV

Atomic partial charges in e from the Löwdin method, atoms 1 to 5: Br 0.62; C -0.86; C -0.47; Br 0.89; H -0.10



# 5
Below is a gas-phase ion, C4H10NO (charge -1), with properties calculated with the ωB97M-V functional and the def2-TZVPD basis.

XYZ file:
```
16
C4H10NO | OMol25 | the ωB97M-V functional and the def2-TZVPD basis
C -1.11 1.38 -1.05
N -0.30 0.21 -1.27
C -0.59 -0.86 -0.33
C 0.06 -0.58 1.03
C 1.59 -0.46 0.84
O 1.98 0.22 -0.30
H -1.90 1.26 -0.31
H -1.57 1.74 -1.97
H -0.53 2.24 -0.68
H 0.79 0.39 -0.85
H -0.18 -1.81 -0.71
H -1.68 -1.04 -0.23
H -0.43 0.27 1.53
H -0.14 -1.43 1.69
H 2.03 -0.01 1.75
H 1.97 -1.50 0.85
```

Summary:
- Net charge: -1
- Highest occupied orbital energy: -2.520 eV
- Energy relative to the best compared isomer or geometry (same formula, charge and spin): 0.777 eV
- SMILES: CNCCC[O-]

Atomic partial charges in e from the natural (NBO) method, atoms 1 to 5: C -0.41; N -0.75; C -0.21; C -0.45; C -0.04



# 6
Below is 2 unconnected molecules or ions with the total composition C4H7F2N, with properties calculated with the ωB97M-V functional and the def2-TZVPD basis.

XYZ file:
```
14
C4H7F2N | OMol25 | the ωB97M-V functional and the def2-TZVPD basis
C -0.28 -0.11 0.02
C -1.46 -0.33 0.52
C 1.43 1.60 -0.74
C 0.14 0.80 -1.14
N -1.54 -2.56 1.84
F -0.65 -2.07 2.64
F -0.89 -3.57 1.13
H 0.65 -0.43 0.55
H -2.45 -0.01 0.42
H 1.49 1.62 0.32
H 2.39 1.03 -1.09
H 1.47 2.65 -1.04
H 0.45 -0.03 -1.84
H -0.75 1.42 -1.60
```

Summary:
- Highest occupied orbital energy (alpha / beta): -8.312 / -9.579 eV
- Energy relative to the best compared isomer or geometry (same formula, charge and spin): 2.685 eV
- Spin multiplicity: 3

Atomic partial charges in e from the natural (NBO) method, atoms 1 to 5: C -0.32; C -0.10; C -0.62; C -0.44; N 0.43



# 7
Below is a single C6H12N2O molecule, with properties calculated with the ωB97M-V functional and the def2-TZVPD basis.

XYZ file:
```
21
C6H12N2O | OMol25 | the ωB97M-V functional and the def2-TZVPD basis
C -2.63 0.64 -0.25
C -1.39 -1.39 -0.64
C 3.24 -0.42 0.29
N -1.32 0.04 -0.38
C 0.96 0.12 -0.12
C -0.30 0.59 0.46
C -0.39 1.38 1.53
O 1.10 0.22 -1.47
N 1.86 -0.25 0.70
H 1.98 -0.07 -1.74
H -1.86 -1.93 0.19
H -3.25 0.33 -1.08
H -2.53 1.73 -0.27
H -3.13 0.35 0.69
H -1.98 -1.56 -1.54
H -0.40 -1.78 -0.83
H 3.84 -0.51 1.19
H 3.36 -1.33 -0.31
H 3.63 0.43 -0.28
H 0.52 1.66 2.02
H -1.33 1.77 1.87
```

Summary:
- Highest occupied orbital energy: -8.120 eV
- Energy relative to the best compared isomer or geometry (same formula, charge and spin): 1.920 eV
- SMILES: C=C(/C(O)=N/C)N(C)C

Atomic partial charges in e from the natural (NBO) method, atoms 1 to 5: C -0.41; C -0.40; C -0.46; N -0.43; C 0.52



# 8
Below is a molecular structure, ClH3N2S2, with properties calculated with the ωB97M-V functional and the def2-TZVPD basis.

XYZ file:
```
8
ClH3N2S2 | OMol25 | the ωB97M-V functional and the def2-TZVPD basis
N 0.95 -0.39 -0.92
N -0.42 0.27 0.15
S -1.70 -0.83 -0.11
S -0.77 1.84 -0.09
Cl 2.28 -0.08 0.09
H 0.89 -1.42 -0.91
H -1.58 -1.68 0.99
H 0.35 2.28 0.80
```

Summary:
- Highest occupied orbital energy: -8.809 eV
- Energy relative to the best compared isomer or geometry (same formula, charge and spin): 1.490 eV

Atomic partial charges in e from the natural (NBO) method, atoms 1 to 5: N -0.50; N -0.70; S 0.20; S 0.29; Cl 0.10



# 9
Below is a single C14H26FN3O molecule, with properties calculated with the ωB97M-V functional and the def2-TZVPD basis.

XYZ file:
```
45
C14H26FN3O | OMol25 | the ωB97M-V functional and the def2-TZVPD basis
N 5.25 1.81 1.47
C 5.49 0.95 0.29
C 4.57 -0.28 0.28
C 3.34 -0.03 -0.60
C 2.32 -1.16 -0.65
C 2.17 -1.91 0.67
N 1.11 -2.91 0.58
F 0.29 -2.76 1.73
O 1.08 -0.72 -1.18
C 0.29 0.06 -0.29
C -0.65 0.93 -1.09
C -1.81 0.18 -1.77
C -2.50 -0.88 -0.92
C -2.95 -0.42 0.46
N -4.22 0.32 0.44
C -4.58 1.12 1.49
C -5.82 1.68 1.22
C -6.21 1.19 -0.05
C -5.20 0.36 -0.51
H 4.33 1.58 1.84
H 5.18 2.77 1.17
H 5.29 1.53 -0.62
H 6.53 0.65 0.24
H 5.12 -1.14 -0.09
H 4.29 -0.46 1.31
H 3.69 0.17 -1.61
H 2.86 0.89 -0.26
H 2.70 -1.89 -1.38
H 1.97 -1.25 1.51
H 3.09 -2.43 0.90
H 0.47 -2.67 -0.17
H 0.94 0.71 0.31
H -0.23 -0.58 0.41
H -0.07 1.42 -1.87
H -1.04 1.72 -0.45
H -1.42 -0.30 -2.66
H -2.53 0.92 -2.12
H -3.39 -1.19 -1.46
H -1.89 -1.77 -0.85
H -3.05 -1.28 1.12
H -2.23 0.24 0.92
H -3.96 1.24 2.36
H -6.35 2.36 1.86
H -7.12 1.42 -0.56
H -5.15 -0.20 -1.42
```

Summary:
- Highest occupied orbital energy: -8.145 eV
- Energy relative to the best compared isomer or geometry (same formula, charge and spin): 0.000 eV
- SMILES: NCCC[C@@H](CNF)OCCCCCn1cccc1

Atomic partial charges in e from the natural (NBO) method, atoms 1 to 5: N -0.83; C -0.21; C -0.41; C -0.42; C 0.09



# 10
Below is a single C3H3NO2 molecule, with properties calculated with the ωB97M-V functional and the def2-TZVPD basis.

XYZ file:
```
9
C3H3NO2 | OMol25 | the ωB97M-V functional and the def2-TZVPD basis
C -0.75 -0.17 0.08
C 0.47 0.19 -0.65
C 0.67 1.03 1.53
N -0.15 -1.23 -0.75
O -0.39 0.18 1.51
O 1.27 0.92 0.34
H -1.60 0.36 -0.23
H 0.20 0.69 -1.61
H 0.27 -1.98 -0.22
```

Summary:
- Highest occupied orbital energy (alpha / beta): -6.752 / -10.772 eV
- Energy relative to the best compared isomer or geometry (same formula, charge and spin): 3.239 eV
- Spin multiplicity: 3

Atomic partial charges in e from the natural (NBO) method, atoms 1 to 5: C 0.16; C 0.17; C 0.58; N -0.56; O -0.58



energy relative to the best compared isomer or geometry (same formula, charge and spin) of number 10 (C3H3NO2)? 3.239 eV



energy relative to the best compared isomer or geometry (same formula, charge and spin) of number 5 (C4H10NO)? 0.777 eV



Look up the energy relative to the best compared isomer or geometry (same formula, charge and spin) of the ninth one. 0.000 eV